This record from OMol25 describes a molecular structure, C12H30ClI2N4P2W at a distorted geometry. The level of theory is the ωB97M-V functional and the def2-TZVPD basis.

Structure (XYZ):
```
52
Properties=species:S:1:pos:R:3:lowdin_spin:R:1
I 0.418 -1.804 -1.976 0.66
I -0.347 1.539 2.204 0.38
W 0.085 -0.283 0.260 0.67
P 2.293 0.783 -0.232 0.06
C 3.562 -0.078 0.736 0.00
C 2.922 0.684 -1.929 0.02
H 3.874 1.237 -1.961 0.00
H 3.519 2.830 -0.086 0.00
H 2.198 1.138 -2.613 0.00
H 1.756 3.134 -0.278 0.00
H 3.526 -1.139 0.442 0.00
H 3.084 -0.365 -2.206 0.01
C 2.510 2.523 0.231 0.01
H 4.577 0.296 0.580 0.00
H 2.405 2.642 1.317 0.01
H 3.312 0.092 1.793 0.00
P -2.390 -0.435 -0.124 0.06
C -3.038 -1.797 0.884 0.00
C -3.409 0.983 0.369 0.01
H -2.578 -0.108 -2.505 0.00
H -4.066 -0.818 -1.782 0.00
H -2.616 -1.847 -2.073 0.01
C -2.966 -0.845 -1.794 0.02
H -3.076 1.876 -0.171 0.00
H -4.453 0.752 0.106 0.00
H -4.112 -1.966 0.776 0.00
H -2.854 -1.522 1.933 0.00
H -3.321 1.154 1.450 0.01
H -2.504 -2.708 0.571 0.00
Cl -0.415 1.481 -1.334 0.07
C 0.881 -3.171 1.064 0.00
N 0.550 -1.910 1.770 0.00
C 1.704 -1.587 2.611 0.00
N 2.008 -2.610 3.645 -0.01
C 2.310 -3.873 2.895 0.00
N 1.182 -4.247 2.038 -0.01
C 0.031 -4.487 2.913 0.00
N -0.328 -3.241 3.665 -0.01
C -0.595 -2.205 2.634 0.00
C 0.825 -2.842 4.479 0.00
H 1.774 -3.024 0.450 0.00
H 0.021 -3.496 0.471 0.00
H 1.584 -0.625 3.109 0.00
H 2.587 -1.608 1.998 0.00
H 2.465 -4.678 3.620 0.00
H 3.201 -3.681 2.265 0.00
H -0.845 -4.768 2.296 0.00
H 0.310 -5.261 3.635 0.00
H -0.958 -1.311 3.140 0.00
H -1.361 -2.662 2.036 0.00
H 1.040 -3.619 5.209 0.00
H 0.575 -1.903 5.013 0.00
```

Summary:
multiplicity: 3
DFT total energy: -2498.5541 hartree
LUMO energy (spin up / spin down): -0.482 / -0.542 Eh
net charge: +3
F_max: 3.24 eV/Å
HOMO-LUMO gap (spin up / spin down): 0.1740 / 0.1153 Ha

This record from OMol25 describes a molecular structure, C12H30IN2O4 at a distorted geometry. The level of theory is the ωB97M-V functional and the def2-TZVPD basis.

Structure (XYZ):
```
49
Properties=species:S:1:pos:R:3:nbo_charge:R:1
I 1.356 2.128 -2.158 -0.80
C 2.273 2.292 2.690 -0.22
O 2.966 1.357 1.833 -0.55
C 2.365 1.296 0.592 -0.12
C 2.226 -0.269 0.222 -0.24
N 1.095 -0.468 -0.787 -0.69
C 0.936 -1.840 -1.072 -0.20
C -0.044 -2.053 -2.351 -0.08
O 0.037 -3.410 -2.690 -0.55
C -0.685 -3.726 -3.838 -0.22
H 2.239 3.169 2.485 0.14
H 2.565 2.345 3.781 0.17
H 1.169 2.085 2.783 0.16
H 2.957 1.990 -0.097 0.21
H 1.553 1.930 0.521 0.20
H 2.199 -0.968 1.124 0.20
H 3.107 -0.542 -0.250 0.18
H 1.318 -0.085 -1.661 0.41
H 0.715 -2.416 -0.187 0.18
H 1.970 -2.247 -1.383 0.13
H 0.294 -1.269 -2.995 0.18
H -0.952 -1.992 -1.969 0.17
H -1.155 -4.642 -3.758 0.17
H -0.094 -3.618 -4.585 0.16
H -1.417 -3.081 -3.700 0.17
C -1.789 2.928 -3.280 -0.28
O -2.442 2.445 -2.167 -0.56
C -1.676 1.423 -1.557 -0.11
C -2.048 1.415 -0.009 -0.20
N -1.341 0.315 0.633 -0.71
C -1.569 0.300 1.990 -0.18
C -0.564 -0.696 2.630 -0.04
O -0.979 -0.706 3.995 -0.54
C -0.176 -1.570 4.736 -0.24
H -1.363 2.025 -3.862 0.15
H -0.708 3.423 -2.966 0.19
H -2.169 3.527 -4.042 0.18
H -0.613 1.282 -1.713 0.24
H -2.354 0.489 -1.830 0.14
H -3.026 1.308 0.182 0.17
H -1.636 2.389 0.435 0.14
H -0.297 -0.009 0.369 0.42
H -2.550 -0.052 2.072 0.17
H -1.370 1.254 2.668 0.13
H 0.223 -0.363 2.384 0.14
H -0.685 -1.680 2.197 0.15
H -0.048 -2.501 4.226 0.15
H -0.623 -1.881 5.613 0.18
H 0.810 -1.032 4.745 0.17
```

Summary:
relative energy (zero: lowest compared OMol25 entry of this formula, charge and spin): 863.30 kJ/mol
DFT total energy: -1183.0516 hartree
LUMO energy: 0.109 Eh
net charge: -1
F_max: 13.80 eV/Å
HOMO-LUMO gap: 0.2492 Ha

This record from OMol25 describes a molecular structure, C12H30N2O12S2V at a distorted geometry. The level of theory is the ωB97M-V functional and the def2-TZVPD basis.

Structure (XYZ):
```
59
Properties=species:S:1:pos:R:3:lowdin_spin:R:1
V -0.973 -0.793 -0.269 2.77
S -2.147 -2.530 2.335 0.00
O -1.628 -3.858 2.455 0.00
O -3.461 -2.638 1.814 0.00
O -2.146 -2.413 3.799 0.00
O -1.234 -1.681 1.622 0.04
S -3.638 -2.579 -1.576 0.00
O -4.852 -2.134 -0.903 0.00
O -3.806 -2.669 -2.995 0.00
O -2.548 -1.674 -1.248 0.04
O -3.415 -3.854 -0.946 0.00
C 3.530 -0.312 1.385 0.00
O 2.523 -0.951 0.595 0.00
C 2.858 -2.310 0.096 0.00
C 1.541 -3.079 -0.379 0.00
N 0.537 -2.257 -1.052 0.02
C 1.092 -1.489 -2.221 0.01
C 0.145 -0.599 -3.033 0.01
O -0.591 0.287 -2.110 0.02
C -1.619 0.958 -2.849 0.00
H 4.225 0.318 0.830 0.00
H 4.145 -0.959 2.010 0.00
H 3.024 0.344 2.093 0.00
H 3.375 -2.854 0.887 0.00
H 3.563 -2.219 -0.730 0.00
H 1.033 -3.567 0.453 0.00
H 1.716 -3.937 -1.029 0.00
H 0.034 -3.059 -1.405 0.00
H 1.555 -2.185 -2.920 0.00
H 1.839 -0.845 -1.756 0.00
H -0.412 -1.228 -3.728 0.00
H 0.647 0.014 -3.782 0.00
H -1.379 1.450 -3.792 0.00
H -2.120 1.628 -2.150 0.00
H -2.268 0.120 -3.107 0.00
C 3.734 3.557 2.112 0.00
O 2.974 2.627 1.315 0.00
C 1.678 3.255 0.916 0.00
C 0.845 2.294 -0.026 0.00
N 0.458 1.039 0.614 0.01
C -0.549 1.419 1.673 0.01
C -1.971 1.803 1.244 0.00
O -2.359 0.949 0.172 0.02
C -3.721 1.201 -0.218 0.00
H 4.003 4.501 1.638 0.00
H 4.647 3.021 2.371 0.00
H 3.301 3.771 3.089 0.00
H 1.971 4.136 0.344 0.00
H 1.120 3.531 1.811 0.00
H 1.343 2.193 -0.990 0.00
H -0.061 2.841 -0.291 0.00
H 1.300 0.625 0.988 0.00
H -0.317 2.207 2.390 0.00
H -0.582 0.569 2.354 0.00
H -1.976 2.857 0.966 0.00
H -2.683 1.659 2.056 0.00
H -4.269 0.601 0.509 0.00
H -3.945 0.673 -1.146 0.00
H -4.083 2.226 -0.287 0.00
```

Summary:
multiplicity: 4
relative energy (zero: lowest compared OMol25 entry of this formula, charge and spin): 294.05 kJ/mol
DFT total energy: -3227.8318 hartree
LUMO energy (spin up / spin down): 0.129 / 0.129 Eh
net charge: -2
F_max: 8.75 eV/Å
HOMO-LUMO gap (spin up / spin down): 0.0807 / 0.0807 Ha

This record from OMol25 describes a molecular structure, C12H30NO11P2Pt2 at a distorted geometry. The level of theory is the ωB97M-V functional and the def2-TZVPD basis.

Structure (XYZ):
```
58
Properties=species:S:1:pos:R:3:lowdin_spin:R:1
Pt 2.210 2.320 0.296 0.99
Pt -4.070 2.119 -2.531 2.57
N -0.747 1.511 -1.387 -0.02
O 0.242 1.974 -0.873 0.32
O -0.884 0.333 -1.312 0.47
O -1.602 2.163 -1.969 0.33
C 2.893 0.024 -4.472 0.00
C 3.423 -0.917 -3.421 0.00
O 4.275 -0.281 -2.539 0.00
P 3.753 -0.392 -0.970 0.01
O 2.608 0.433 -0.488 0.05
O 3.542 -1.942 -0.792 0.01
C 3.069 -2.581 0.353 0.00
C 3.736 -3.974 0.747 0.00
O 5.141 -0.130 -0.211 0.00
C 6.276 -0.984 -0.194 0.00
C 7.478 -0.148 -0.752 0.00
H 1.865 0.385 -4.449 0.00
H 3.511 0.917 -4.575 0.00
H 2.892 -0.407 -5.473 0.00
H 2.559 -1.439 -3.011 0.00
H 3.957 -1.584 -4.098 0.00
H 3.079 -2.028 1.292 0.00
H 2.095 -2.636 -0.133 0.00
H 4.750 -3.680 1.020 0.00
H 3.388 -4.626 1.548 0.00
H 3.884 -4.615 -0.121 0.00
H 6.381 -1.308 0.841 0.00
H 6.129 -1.786 -0.918 0.00
H 8.461 -0.573 -0.951 0.00
H 7.338 0.279 -1.745 0.00
H 7.615 0.642 -0.013 0.00
C -3.473 -2.600 1.272 0.00
C -3.072 -1.112 1.006 0.00
O -4.146 -0.385 1.471 0.01
P -4.444 1.031 0.794 0.02
O -3.967 1.189 -0.633 0.22
O -3.778 2.078 1.913 0.00
C -2.403 2.392 1.898 0.00
C -2.248 3.718 1.217 0.00
O -6.044 1.043 1.020 0.00
C -6.712 0.788 2.186 0.00
C -7.005 2.089 2.815 0.00
H -3.980 -2.834 2.208 0.00
H -4.265 -2.841 0.563 0.00
H -2.688 -3.339 1.112 0.00
H -2.047 -0.975 1.351 0.00
H -3.091 -1.150 -0.083 0.00
H -2.036 2.330 2.923 0.00
H -1.721 1.640 1.501 0.00
H -1.355 3.591 0.606 0.00
H -3.168 3.970 0.690 0.00
H -2.148 4.567 1.893 0.00
H -7.713 0.401 1.993 0.00
H -6.232 0.017 2.788 0.00
H -6.227 2.802 3.086 0.00
H -7.593 2.619 2.066 0.00
H -7.691 1.903 3.642 0.00
```

Summary:
multiplicity: 6
DFT total energy: -2278.0027 hartree
LUMO energy (spin up / spin down): -0.287 / -0.413 Eh
net charge: +2
F_max: 5.95 eV/Å
HOMO-LUMO gap (spin up / spin down): 0.2510 / 0.1740 Ha

This record from OMol25 describes a single C12H30O2Si2 molecule at a distorted geometry. The level of theory is the ωB97M-V functional and the def2-TZVPD basis.

Structure (XYZ):
```
46
Properties=species:S:1:pos:R:3:nbo_charge:R:1
C 2.767 1.443 2.535 -1.16
Si 3.768 0.025 3.154 1.90
C 3.715 0.271 5.025 -1.16
C 5.509 0.254 2.616 -1.14
O 3.160 -1.486 2.700 -0.89
C 1.763 -1.778 2.519 -0.03
C 1.189 -1.397 1.135 -0.44
C -0.254 -1.862 0.985 -0.40
C -1.052 -0.923 0.019 -0.39
C -0.528 -1.067 -1.463 -0.42
C -1.302 -0.161 -2.467 -0.05
O -2.673 -0.298 -2.432 -0.89
Si -3.638 0.744 -3.335 1.90
C -5.225 -0.215 -3.385 -1.14
C -2.969 1.125 -5.052 -1.15
C -3.798 2.257 -2.283 -1.15
H 1.855 1.419 3.105 0.23
H 2.461 1.357 1.436 0.24
H 3.301 2.330 2.796 0.24
H 3.049 1.064 5.377 0.23
H 3.629 -0.554 5.743 0.25
H 4.684 0.573 5.311 0.23
H 6.080 0.372 3.513 0.24
H 5.808 -0.504 1.948 0.25
H 5.404 1.238 2.145 0.24
H 1.630 -2.795 2.679 0.18
H 1.331 -1.217 3.366 0.16
H 1.300 -0.321 0.865 0.20
H 1.903 -1.901 0.418 0.21
H -0.342 -2.902 0.635 0.20
H -0.761 -1.742 1.931 0.20
H -0.874 0.042 0.502 0.20
H -2.147 -1.148 0.067 0.22
H -0.539 -2.088 -1.820 0.21
H 0.539 -0.725 -1.524 0.20
H -1.332 0.868 -2.112 0.16
H -1.015 -0.249 -3.521 0.16
H -5.524 -0.094 -4.464 0.22
H -5.113 -1.289 -3.239 0.25
H -6.042 0.126 -2.816 0.24
H -3.215 0.324 -5.720 0.24
H -1.914 1.034 -4.926 0.24
H -3.100 2.123 -5.514 0.25
H -2.909 2.890 -2.544 0.23
H -3.835 2.157 -1.226 0.25
H -4.742 2.679 -2.684 0.23
```

Summary:
SMILES: C[Si](C)(C)OCCCCCCO[Si](C)(C)C
relative energy (zero: lowest compared OMol25 entry of this formula, charge and spin): 168.45 kJ/mol
DFT total energy: -1204.7487 hartree
LUMO energy: 0.031 Eh
F_max: 3.29 eV/Å
HOMO-LUMO gap: 0.3780 Ha